Formula: C2H2N4O
Source: the Open Molecules 2025 dataset
Level of theory: wB97M-V/def2-TZVPD

ΔE to the lowest compared entry with this formula, charge and spin, kJ/mol: 279.34
Max |F|, Eh/bohr: 0.05818
E_HOMO (alpha / beta), eV: -8.38 / -8.95
Orbital gap (alpha / beta), eV: 8.028 / 8.153

Each line ends with the Mulliken charge.
Cartesian coordinates (Å):
C (0.56003, 0.76785, -1.92913)  0.51
C (0.12220, -0.40576, 0.10479)  0.27
N (0.65378, 1.51880, -2.79852)  -0.47
N (-1.38908, 1.21134, 1.46927)  0.16
N (0.53295, -0.15815, -1.04129)  -0.44
N (0.25938, -1.45562, 0.86548)  -0.32
O (-1.36037, 2.27287, 0.98401)  -0.16
H (-0.14098, -1.47001, 1.78896)  0.24
H (0.76208, -2.28132, 0.55643)  0.22